No. 1
The following is a DFT calculation (ωB97M-V with the def2-TZVPD basis set) of 18 unconnected molecules or ions with the total composition C72H90N18 at a distorted geometry.

Calculated values
**E_HOMO**: -8.00 eV
**Maximum force**: 0.0777 Eh/bohr
**Relative energy (zero: lowest compared OMol25 entry of this formula, charge and spin)**: 35.5 kcal per mole
**Frontier orbital gap**: 8.5252 eV
**Lowest unoccupied orbital energy**: 0.5 eV

Structure (XYZ):
```
180
Properties=species:S:1:pos:R:3:lowdin_charge:R:1
N -1.29762 -3.70255 -3.34233 0.025
C -0.83615 -2.44026 -3.65920 -0.161
C -1.25167 -2.09112 -4.90407 -0.128
C -2.08066 -3.15380 -5.31363 -0.112
C -2.05038 -4.14738 -4.35545 -0.153
H -1.09469 -4.27473 -2.49132 0.130
H -0.15938 -2.04561 -2.94045 0.080
H -0.84845 -1.25721 -5.44006 0.084
H -2.65070 -3.07381 -6.22940 0.093
H -2.44844 -5.15253 -4.30406 0.116
N -1.47824 5.05723 -1.62772 -0.010
C -1.10422 6.22950 -2.20505 -0.107
C 0.24215 6.04045 -2.50289 -0.130
C 0.65056 4.72810 -2.16382 -0.125
C -0.44379 4.12219 -1.54284 -0.129
H -2.29645 4.88168 -1.11122 0.111
H -1.76285 7.09323 -2.23218 0.117
H 0.90927 6.87208 -2.86538 0.114
H 1.64148 4.35494 -2.35150 0.086
H -0.60956 3.21542 -0.99383 0.100
N 0.43183 -3.92571 -0.02815 0.017
C -0.25810 -5.11527 0.08525 -0.098
C 0.16591 -5.81477 -1.03617 -0.121
C 1.03827 -5.01367 -1.80437 -0.120
C 1.19082 -3.80164 -1.15484 -0.126
H 0.31683 -3.11576 0.58120 0.125
H -0.99475 -5.30084 0.85684 0.098
H -0.08929 -6.82218 -1.22875 0.080
H 1.62580 -5.30836 -2.62697 0.070
H 1.87304 -2.99598 -1.33743 0.112
N -2.84219 1.93376 1.03641 0.032
C -2.06114 2.56426 1.94459 -0.140
C -2.61272 3.80953 2.19866 -0.096
C -3.75282 3.91081 1.37547 -0.135
C -3.93414 2.72615 0.72783 -0.133
H -2.73085 0.97205 0.68949 0.119
H -1.17531 2.11015 2.28584 0.074
H -2.22296 4.53998 2.88232 0.086
H -4.43895 4.70496 1.28273 0.077
H -4.68745 2.39169 0.05278 0.099
N 1.94349 0.31556 -4.85328 0.034
C 0.89445 0.91129 -4.21727 -0.151
C 1.16881 0.98597 -2.85852 -0.099
C 2.46448 0.37955 -2.67663 -0.089
C 2.94477 0.06101 -3.94101 -0.127
H 2.19044 0.37890 -5.81095 0.138
H -0.01409 1.16314 -4.77516 0.081
H 0.47142 1.12632 -2.05916 0.062
H 2.96447 0.17017 -1.72311 0.092
H 3.82907 -0.40680 -4.24139 0.083
N 0.65247 4.74151 1.77136 0.037
C 1.08197 3.60587 2.38959 -0.207
C 1.56669 3.94056 3.61606 -0.132
C 1.36953 5.32535 3.85595 -0.079
C 0.70833 5.77833 2.70549 -0.108
H 0.56706 4.79496 0.75565 0.127
H 1.13893 2.62731 1.97395 0.098
H 1.96681 3.18701 4.30516 0.093
H 1.67195 5.99575 4.62693 0.083
H 0.51167 6.79393 2.38279 0.105
N -2.43319 2.19066 -3.84000 0.033
C -3.13331 1.15604 -4.38730 -0.134
C -4.50958 1.45709 -4.36772 -0.098
C -4.61256 2.67138 -3.60717 -0.094
C -3.34221 3.07745 -3.38603 -0.172
H -1.44937 2.11932 -3.68551 0.098
H -2.57741 0.28208 -4.69418 0.084
H -5.25448 0.87492 -4.91397 0.095
H -5.48284 3.25867 -3.31274 0.100
H -2.99957 3.99421 -2.95682 0.081
N -0.43959 -0.72477 1.88910 0.038
C -1.67150 -1.32113 1.82353 -0.115
C -2.01469 -1.35099 0.51423 -0.135
C -0.97006 -0.79532 -0.22385 -0.127
C -0.02369 -0.36000 0.65951 -0.142
H -0.02427 -0.32959 2.75510 0.103
H -2.20865 -1.55232 2.70013 0.095
H -2.94139 -1.77310 0.21352 0.073
H -0.85722 -0.84120 -1.29559 0.071
H 0.91063 0.09307 0.51015 0.098
N 7.57774 -0.72895 0.57434 -0.001
C 8.03219 -0.86858 1.88968 -0.129
C 7.50882 0.19638 2.58742 -0.122
C 6.66548 0.98053 1.70425 -0.066
C 6.74416 0.32617 0.44133 -0.130
H 7.80058 -1.22299 -0.23863 0.124
H 8.69765 -1.69501 2.16102 0.116
H 7.64189 0.34279 3.63811 0.086
H 5.99773 1.75510 1.88835 0.057
H 6.33148 0.71259 -0.49438 0.111
N -0.73984 -4.91537 5.89379 -0.002
C -1.84318 -4.62255 5.20584 -0.133
C -1.55819 -4.86086 3.80976 -0.104
C -0.26392 -5.39024 3.74061 -0.139
C 0.25778 -5.46168 5.04170 -0.105
H -0.65972 -4.87111 6.86438 0.123
H -2.74983 -4.29950 5.77582 0.125
H -2.29159 -4.69144 3.03258 0.079
H 0.39329 -5.90381 3.05320 0.092
H 1.19556 -5.81096 5.41297 0.094
N 0.60873 -1.84946 4.54382 0.044
C 1.64055 -1.23216 3.87660 -0.157
C 1.68116 0.04037 4.30751 -0.109
C 0.44330 0.29278 5.02850 -0.096
C -0.13786 -0.92512 5.15868 -0.174
H 0.40236 -2.83282 4.45561 0.114
H 2.26039 -1.83176 3.17209 0.106
H 2.38933 0.77241 3.97702 0.083
H 0.16160 1.22143 5.50085 0.084
H -1.08561 -1.19824 5.61468 0.116
N 1.97119 -4.54127 -5.36652 0.026
C 2.88337 -5.53241 -5.12558 -0.161
C 4.06553 -4.98005 -4.72602 -0.107
C 3.81209 -3.59271 -4.67623 -0.134
C 2.50851 -3.34994 -5.00748 -0.149
H 1.04323 -4.72856 -5.64566 0.131
H 2.57605 -6.56306 -5.21222 0.109
H 4.99592 -5.46649 -4.44033 0.097
H 4.55679 -2.82525 -4.45600 0.086
H 2.00465 -2.36883 -5.06310 0.098
N 4.95825 -2.08807 2.42251 0.018
C 4.33531 -2.70577 1.40726 -0.133
C 3.58975 -3.79594 1.94572 -0.091
C 3.78957 -3.74350 3.35198 -0.129
C 4.67976 -2.70618 3.59415 -0.148
H 5.69516 -1.39991 2.36864 0.093
H 4.70568 -2.54459 0.41742 0.096
H 3.00009 -4.46984 1.36285 0.071
H 3.36705 -4.30847 4.15032 0.077
H 4.98493 -2.23551 4.50182 0.109
N -5.38643 -1.80159 2.32780 0.034
C -4.96566 -0.94084 3.29189 -0.172
C -5.01134 -1.56104 4.51729 -0.104
C -5.53436 -2.89976 4.28276 -0.100
C -5.75773 -2.96899 2.94250 -0.155
H -5.39937 -1.62353 1.33686 0.126
H -4.61202 0.07664 3.07937 0.111
H -4.68939 -1.06141 5.41940 0.073
H -5.74972 -3.63424 4.99010 0.068
H -6.06789 -3.86246 2.41552 0.106
N -4.21707 -2.32703 -2.36448 0.019
C -5.25171 -1.44279 -2.57854 -0.099
C -6.32248 -1.93383 -1.83553 -0.123
C -5.93189 -3.10040 -1.12351 -0.109
C -4.58809 -3.30495 -1.52242 -0.163
H -3.30565 -2.24521 -2.74241 0.097
H -5.19406 -0.70869 -3.32916 0.057
H -7.26545 -1.35162 -1.81539 0.099
H -6.50829 -3.74560 -0.48656 0.078
H -3.75791 -3.99449 -1.19129 0.124
N 0.34150 3.91158 -5.63555 0.011
C -0.33799 3.08839 -6.49100 -0.163
C 0.48307 2.81009 -7.58140 -0.127
C 1.66614 3.48279 -7.35179 -0.143
C 1.59703 4.16634 -6.12917 -0.119
H 0.04606 4.35236 -4.73336 0.140
H -1.24859 2.60655 -6.16528 0.087
H 0.21149 2.20684 -8.46313 0.104
H 2.58703 3.40012 -7.94082 0.095
H 2.25032 4.88058 -5.65589 0.102
N 3.99984 4.05403 0.97216 0.008
C 5.12349 4.79072 1.05590 -0.132
C 5.86038 4.59975 -0.14297 -0.081
C 5.04183 3.75389 -0.91431 -0.147
C 3.90087 3.46845 -0.26035 -0.151
H 3.28017 4.15163 1.67855 0.105
H 5.34746 5.32386 1.99395 0.116
H 6.78354 5.07492 -0.41724 0.083
H 5.14238 3.45102 -1.92404 0.084
H 2.98347 2.95041 -0.39106 0.091
N -4.69543 3.40248 5.53800 0.034
C -4.04153 2.23899 5.66762 -0.160
C -2.78455 2.46343 6.17634 -0.120
C -2.63061 3.82698 6.36192 -0.129
C -3.76584 4.40828 5.91102 -0.133
H -5.66661 3.58835 5.36250 0.143
H -4.52073 1.26503 5.57310 0.095
H -2.13632 1.64839 6.43579 0.079
H -1.77252 4.42106 6.58430 0.092
H -4.08349 5.45577 6.02373 0.110
```

***

No. 2
The following is a DFT calculation (ωB97M-V with the def2-TZVPD basis set) of a molecular structure, C14H20F5LuN2O3P at a distorted geometry.

Calculated values
**E_HOMO**: -18.13 eV
**Maximum force**: 0.0341 Eh/bohr
**Frontier orbital gap**: 4.1531 eV
**Lowest unoccupied orbital energy**: -14.0 eV
**Charge**: +3

Structure (XYZ):
```
46
Properties=species:S:1:pos:R:3:nbo_charge:R:1
C -1.47845 -3.34071 0.72669 -0.286
C -1.67135 -2.06482 0.31185 -0.401
C -1.15220 -0.82429 1.01645 -0.429
P -1.03945 -1.29309 2.80236 1.417
O -2.50620 -1.76109 3.18787 -1.191
C -2.30861 0.31410 0.96176 0.194
N -3.28998 0.24835 -0.12341 -0.744
O -1.60947 1.47824 0.84145 -0.487
C -0.41751 1.26527 0.03957 0.786
O -0.04735 2.07043 -0.69613 -0.369
C 0.12400 -0.09696 0.44285 -0.120
C 0.73452 -0.90022 -0.73976 -0.421
C 0.06338 -0.73202 -2.11882 -0.385
C 0.62381 0.33711 -3.08400 -0.483
C 2.12266 0.54290 -2.96021 0.613
F 2.42919 1.13205 -1.78082 -0.325
F 2.73370 -0.66966 -2.95679 -0.323
C 2.73386 1.41152 -4.08556 0.928
F 2.36302 2.67828 -3.90196 -0.297
F 4.04505 1.31304 -4.09710 -0.273
F 2.24748 1.00291 -5.26705 -0.306
C 1.21802 0.16095 1.55644 -0.433
C 1.40859 1.59023 2.09176 0.243
C 0.60832 2.16134 3.23613 -0.691
N 2.31599 2.19433 1.46312 -0.517
H -2.04319 -4.18019 0.31139 0.270
H -0.67982 -3.60023 1.42472 0.259
H -2.20153 -1.95194 -0.64672 0.290
H -0.66612 -0.27168 3.66658 0.089
H -0.17198 -2.36074 3.01065 0.057
H -2.91464 0.38260 1.89916 0.177
H -2.85107 0.10331 -1.03888 0.423
H -4.06856 -0.41697 -0.07360 0.277
H 1.79761 -0.66353 -0.80137 0.295
H 0.70564 -1.96180 -0.45475 0.201
H 0.10271 -1.70074 -2.63091 0.253
H -1.01399 -0.50606 -1.98459 0.145
H 0.13969 1.31335 -2.96235 0.252
H 0.43055 0.01143 -4.11037 0.272
H 2.17560 -0.06917 1.07942 0.310
H 1.12329 -0.57467 2.38219 0.168
H 1.29229 2.54887 4.00087 0.286
H -0.00739 2.99949 2.89063 0.266
H -0.05681 1.45347 3.74541 0.166
H 2.48906 3.15007 1.78508 0.377
Lu -3.83237 -1.92309 1.64073 2.465
```

***

No. 3
The following is a DFT calculation (ωB97M-V with the def2-TZVPD basis set) of a molecular structure, C25H41Cl2GeInNO5S at a distorted geometry.

Calculated values
**Expectation value of S²**: 0.78
**E_HOMO (spin up / spin down)**: -14.31 / -14.32 eV
**Spin multiplicity**: 2
**Maximum force**: 0.0196 Eh/bohr
**Relative energy (zero: lowest compared OMol25 entry of this formula, charge and spin)**: 6.2 kcal per mole
**Frontier orbital gap (spin up / spin down)**: 7.6278 / 5.7749 eV
**Lowest unoccupied orbital energy (spin up / spin down)**: -6.7 / -8.5 eV
**Charge**: +2

Structure (XYZ):
```
77
Properties=species:S:1:pos:R:3:nbo_charge:R:1
In 0.00829 0.02657 0.20877 2.092
C 0.83154 2.90011 3.46635 -0.629
C 0.43673 2.83384 1.99194 0.275
C 1.67110 2.94222 1.10420 -0.622
C -0.57495 3.93133 1.66175 -0.629
O -0.16275 1.55042 1.73587 -1.045
Ge -1.80982 0.80437 2.47251 1.474
O -2.14060 0.57174 0.54074 -1.023
C -3.37468 0.34264 -0.16231 0.267
C -4.52157 0.84398 0.71440 -0.630
C -3.35192 1.11879 -1.47368 -0.623
C -3.52181 -1.15182 -0.43473 -0.607
O -0.87129 -0.83016 2.18805 -1.026
C -0.57530 -1.85593 3.15101 0.272
C 0.69496 -1.48601 3.91399 -0.628
C -1.75299 -1.99242 4.11888 -0.635
C -0.39254 -3.16109 2.37978 -0.607
H 1.28178 3.86627 3.69163 0.235
H 1.54781 2.11257 3.70490 0.220
H -0.05109 2.78101 4.09822 0.217
H 2.18680 3.88682 1.26459 0.241
H 1.37118 2.87410 0.05294 0.194
H 2.35475 2.12073 1.33008 0.224
H -0.12710 4.91693 1.78129 0.236
H -1.43489 3.86256 2.33144 0.222
H -0.93120 3.82077 0.63441 0.202
H -4.40548 1.91062 0.91341 0.224
H -4.53878 0.31246 1.66808 0.217
H -5.47398 0.68062 0.21254 0.239
H -3.02356 2.14340 -1.28796 0.219
H -4.34083 1.14444 -1.92973 0.240
H -2.65961 0.64405 -2.16732 0.192
H -3.66607 -1.70615 0.49325 0.225
H -2.60524 -1.51375 -0.91491 0.174
H -4.36440 -1.34864 -1.09674 0.236
H 0.53645 -0.56306 4.47507 0.219
H 1.51991 -1.32364 3.21738 0.205
H 0.97031 -2.27520 4.61307 0.231
H -1.81644 -1.12703 4.78115 0.221
H -1.63505 -2.88702 4.72890 0.239
H -2.68873 -2.07491 3.56182 0.217
H 0.34789 -3.02201 1.58552 0.175
H -1.33873 -3.46353 1.92846 0.221
H -0.05015 -3.95628 3.04053 0.234
Cl 4.52397 -1.32786 2.13326 0.170
C 3.73166 -2.16309 0.89174 -0.026
C 4.27773 -3.31439 0.35350 -0.245
C 3.63680 -3.99581 -0.66712 0.074
Cl 4.34195 -5.40205 -1.29873 0.165
C 2.37817 -3.53265 -1.18902 -0.133
C 1.68162 -4.16232 -2.23336 -0.085
C 0.47815 -3.64619 -2.65516 -0.208
C -0.03823 -2.52124 -2.01124 0.089
N 0.60618 -1.92115 -1.02601 -0.537
C 1.79845 -2.38500 -0.62688 0.193
C 2.48329 -1.63084 0.41592 0.404
O 2.00856 -0.56397 0.87190 -0.643
H 5.22462 -3.67843 0.72926 0.278
H 2.09998 -5.04545 -2.69638 0.262
H -0.07337 -4.11185 -3.45932 0.260
H -1.00202 -2.11450 -2.29335 0.225
C -0.02328 0.61340 -5.44736 -0.624
C 0.95425 0.92529 -4.32117 -0.572
S 0.05189 1.54639 -2.86299 1.240
O 0.77965 0.87466 -1.68042 -1.075
C 0.57244 3.28344 -2.77660 -0.573
C 2.06830 3.53618 -2.80392 -0.634
H 0.52263 0.24269 -6.31362 0.249
H -0.57924 1.49833 -5.75696 0.230
H -0.74232 -0.15096 -5.14925 0.215
H 1.69766 1.65962 -4.62063 0.248
H 1.46694 0.03070 -3.96868 0.247
H 0.13829 3.61483 -1.83060 0.247
H 0.03678 3.78038 -3.58896 0.257
H 2.59098 2.88620 -2.10138 0.230
H 2.25453 4.56825 -2.51005 0.253
H 2.49505 3.40274 -3.79594 0.224
```